# C60H165N15O15

A cluster of 15 separate species, C60H165N15O15 in total at a distorted geometry (wB97M-V/def2-TZVPD, the OMol25 dataset).

Computed properties:
Frontier orbital gap: 9.05 eV
Energy relative to the best compared isomer or geometry (same formula, charge and spin): 386.94 kJ/mol
Lowest unoccupied orbital energy: 0.3 eV
Highest occupied orbital energy: -8.8 eV
Electronic energy: -117950.09798 eV
2S+1: 1

Element x y z (Å)
C: 0.1260 -3.9225 1.7844
C: -1.3397 -3.8001 2.1994
C: -2.2918 -3.7705 0.9868
O: -3.5049 -3.1818 1.3443
C: -4.5159 -3.4569 0.4307
N: -1.6372 -4.8123 3.2137
H: 0.7982 -3.5256 2.5578
H: 0.3803 -3.2340 0.9738
H: 0.3777 -4.9523 1.5516
H: -1.3893 -2.8232 2.7173
H: -2.3697 -4.8307 0.6697
H: -1.7884 -3.1939 0.1904
H: -5.4781 -3.1490 0.8381
H: -4.5226 -4.5297 0.2242
H: -4.3768 -2.8696 -0.4885
H: -1.2549 -5.7031 2.8935
H: -2.6204 -4.9238 3.4155
C: -9.0994 -4.0250 0.6140
C: -8.8651 -3.7025 -0.8569
C: -8.5947 -2.2308 -0.9785
O: -7.4979 -1.8643 -0.1747
C: -6.8773 -0.6708 -0.6466
N: -7.7674 -4.5636 -1.3725
H: -8.1677 -4.3398 1.0967
H: -9.7721 -4.8733 0.7577
H: -9.4674 -3.1666 1.1714
H: -9.7958 -3.8927 -1.4007
H: -9.4896 -1.6322 -0.7064
H: -8.4899 -1.9603 -2.0505
H: -5.8925 -0.6701 -0.1733
H: -7.4830 0.1870 -0.3548
H: -6.6830 -0.7668 -1.7185
H: -6.9246 -4.2396 -0.8724
H: -7.5505 -4.2985 -2.3397
C: 1.7849 -8.4066 0.0694
C: 0.5478 -7.5777 -0.0483
C: 0.7625 -6.4162 -1.0035
O: 1.5771 -5.5327 -0.4265
C: 2.1150 -4.5043 -1.2736
N: -0.5390 -8.4580 -0.5362
H: 2.6354 -7.7908 0.3700
H: 2.1012 -8.8536 -0.8854
H: 1.6340 -9.2598 0.7318
H: 0.2004 -7.1697 0.9044
H: -0.2517 -6.0329 -1.2037
H: 1.2479 -6.8038 -1.9100
H: 2.7885 -3.8381 -0.7155
H: 1.2463 -3.9024 -1.5673
H: 2.8608 -4.9069 -1.9816
H: -0.2014 -8.8604 -1.4147
H: -1.3621 -7.8992 -0.7679
C: 5.8959 0.8859 2.8181
C: 5.6209 0.7065 4.3183
C: 6.3916 1.7451 5.0473
O: 7.7573 1.5666 4.7283
C: 8.5257 2.7406 4.7289
N: 4.1926 0.8203 4.5606
H: 6.0279 1.9545 2.6071
H: 5.0856 0.5450 2.1694
H: 6.8177 0.3908 2.5161
H: 6.0198 -0.2869 4.5851
H: 6.3424 1.6210 6.1415
H: 6.0745 2.7586 4.7797
H: 9.2809 2.6426 5.5015
H: 7.8644 3.5902 4.9064
H: 8.9626 2.8622 3.7384
H: 3.7684 -0.0179 4.1485
H: 3.9585 0.7947 5.5512
C: -1.3777 -0.6323 5.1579
C: -2.8806 -0.6370 5.4292
C: -3.7116 0.0309 4.3773
O: -5.1072 -0.1275 4.6151
C: -5.6361 0.8281 5.5023
N: -3.3438 -2.0090 5.5524
H: -1.1255 -1.2834 4.3176
H: -0.8122 -0.9274 6.0412
H: -1.0471 0.3792 4.8760
H: -3.0473 0.0417 6.2986
H: -3.6288 -0.5713 3.4542
H: -3.3770 1.0404 4.1299
H: -5.9800 1.7153 4.9609
H: -4.9253 1.1101 6.2808
H: -6.5004 0.3622 5.9787
H: -3.0763 -2.3966 6.4580
H: -4.3665 -2.0218 5.5794
C: 2.5069 -1.1614 -0.0581
C: 1.1916 -0.9277 -0.7571
C: 0.1286 -0.2933 0.1162
O: -1.0542 -0.3731 -0.6483
C: -2.1539 0.2060 0.0280
N: 1.6018 -0.0746 -1.8949
H: 3.3195 -1.4759 -0.7071
H: 2.4823 -1.8453 0.7977
H: 2.7882 -0.1986 0.3977
H: 0.6900 -1.8225 -1.1469
H: 0.3730 0.7298 0.4244
H: -0.0992 -0.9437 0.9810
H: -2.1081 1.2984 -0.0833
H: -2.1991 -0.1705 1.0563
H: -3.0759 -0.1289 -0.4572
H: 2.3202 0.5906 -1.5785
H: 0.8305 0.4408 -2.3149
C: -3.5629 5.7312 2.4122
C: -4.3296 5.6977 1.1334
C: -4.9194 4.3431 0.9131
O: -5.0195 3.6596 2.0919
C: -5.6220 2.4035 1.8958
N: -5.3181 6.7478 1.0036
H: -3.0599 6.6725 2.6417
H: -2.7541 4.9906 2.3276
H: -4.1936 5.4465 3.2506
H: -3.6527 5.8172 0.2808
H: -4.2993 3.7853 0.2096
H: -5.9373 4.4593 0.5207
H: -5.6686 1.9019 2.8617
H: -5.0030 1.7936 1.2282
H: -6.6578 2.5101 1.5440
H: -4.8655 7.6510 1.1330
H: -6.0023 6.7117 1.7599
C: 6.4410 -2.9568 -2.0423
C: 7.4481 -3.5177 -1.0864
C: 8.0911 -2.4230 -0.3062
O: 8.9140 -1.7392 -1.1891
C: 9.4278 -0.5559 -0.6267
N: 6.6814 -4.3230 -0.0736
H: 5.7900 -3.6766 -2.5465
H: 6.9291 -2.4396 -2.8806
H: 5.8123 -2.2106 -1.5523
H: 8.2500 -4.1278 -1.5132
H: 8.7477 -2.7561 0.5182
H: 7.3853 -1.7426 0.1935
H: 9.7654 0.1080 -1.4376
H: 10.2774 -0.7662 0.0339
H: 8.6766 0.0959 -0.1454
H: 6.2998 -5.1751 -0.4748
H: 7.2307 -4.6316 0.7240
C: -6.4523 4.3503 -5.5588
C: -7.1260 4.8618 -4.3041
C: -6.2731 4.3796 -3.1056
O: -6.0872 2.9614 -3.1109
C: -5.2340 2.5259 -2.0632
N: -7.1038 6.3714 -4.3351
H: -6.8039 4.8443 -6.4682
H: -6.4878 3.2719 -5.6883
H: -5.3716 4.5772 -5.5055
H: -8.1017 4.3874 -4.2170
H: -6.8768 4.6563 -2.2089
H: -5.3174 4.9144 -3.0105
H: -5.0526 1.4495 -2.2389
H: -5.7466 2.5659 -1.0943
H: -4.1994 2.9012 -2.0296
H: -7.4870 6.6933 -3.4393
H: -6.1375 6.6766 -4.3413
C: 0.1781 3.7870 -1.7171
C: 0.9648 4.3534 -2.8844
C: 0.3596 5.5430 -3.6221
O: 1.0749 5.6532 -4.8653
C: 0.5534 6.6218 -5.7384
N: 2.3436 4.6095 -2.4642
H: 0.6760 2.8973 -1.3425
H: -0.8711 3.6637 -2.0068
H: 0.1523 4.4619 -0.8442
H: 0.9981 3.5381 -3.6202
H: 0.5416 6.4698 -3.0352
H: -0.7352 5.4419 -3.7461
H: 0.2742 7.5352 -5.2012
H: -0.2883 6.2066 -6.3055
H: 1.3186 6.8739 -6.4728
H: 2.4526 5.4178 -1.8734
H: 2.9935 4.5678 -3.2319
C: -2.8132 -1.8442 -5.0222
C: -1.7878 -2.2602 -3.9679
C: -1.4137 -3.7115 -4.0288
O: -2.5415 -4.4872 -3.7053
C: -2.3719 -5.8546 -3.9563
N: -0.5771 -1.4397 -4.1685
H: -2.8624 -0.7554 -5.1401
H: -3.8217 -2.2252 -4.8954
H: -2.4005 -2.1661 -5.9901
H: -2.1679 -2.0394 -2.9529
H: -0.5879 -3.8721 -3.2987
H: -0.9790 -4.0170 -4.9962
H: -1.5795 -6.2530 -3.2849
H: -1.9373 -6.0626 -4.9480
H: -3.3291 -6.3192 -3.7772
H: 0.0062 -1.4367 -3.3390
H: -0.7305 -0.5022 -4.4699
C: 0.8503 2.4450 -8.3857
C: 0.3508 1.2207 -7.5996
C: 0.3967 1.4946 -6.1161
O: 1.6587 1.8484 -5.6813
C: 2.4953 0.8019 -5.2250
N: -0.9723 0.7830 -8.0604
H: 0.3173 3.3372 -8.0437
H: 0.6645 2.3572 -9.4571
H: 1.9323 2.5440 -8.2588
H: 1.0205 0.3757 -7.8078
H: -0.0560 0.6406 -5.6018
H: -0.3350 2.2822 -5.8486
H: 3.4476 1.2726 -5.0017
H: 2.7291 0.1060 -6.0442
H: 1.9916 0.3029 -4.4029
H: -0.9732 0.6069 -9.0604
H: -1.6508 1.5389 -7.9898
C: 1.5313 -2.4401 6.0206
C: 2.7403 -3.3305 5.7139
C: 3.9376 -2.5773 5.2034
O: 3.6652 -2.0209 3.9604
C: 4.5341 -2.3877 2.9307
N: 3.1543 -4.0199 6.9441
H: 1.1055 -1.8558 5.1996
H: 1.7656 -1.8160 6.8854
H: 0.6678 -3.1094 6.1797
H: 2.4271 -4.0555 4.9447
H: 4.7819 -3.2857 5.1623
H: 4.2900 -1.8427 5.9440
H: 5.6084 -2.3460 3.1772
H: 4.4357 -1.7201 2.0717
H: 4.3760 -3.3940 2.5068
H: 2.3760 -4.6356 7.2144
H: 3.8385 -4.7319 6.6561
C: 0.9440 1.4251 3.4193
C: 0.9820 2.9507 3.6291
C: -0.1389 3.4072 4.5347
O: -1.3812 2.9549 4.1437
C: -2.4073 3.5168 4.8638
N: 2.2612 3.3276 4.2453
H: 0.8692 0.8870 4.3702
H: 1.7565 1.0549 2.7979
H: -0.0021 1.1472 2.9182
H: 0.9343 3.4539 2.6555
H: -0.0784 4.4953 4.7266
H: 0.1382 3.0353 5.5520
H: -3.3182 3.3029 4.3124
H: -2.3636 4.5879 5.1319
H: -2.5036 3.1295 5.9011
H: 2.3751 2.8357 5.1307
H: 2.9871 2.9018 3.6737
C: 6.1834 1.2179 -1.9731
C: 5.3365 2.0165 -1.0335
C: 5.7663 3.4467 -0.8056
O: 7.1663 3.5472 -0.5862
C: 7.5947 4.8750 -0.3242
N: 3.9131 1.9887 -1.5621
H: 6.0945 0.1644 -1.7224
H: 7.2396 1.4861 -1.8696
H: 5.9547 1.4219 -3.0215
H: 5.1796 1.4793 -0.0900
H: 5.2131 3.9200 0.0245
H: 5.5173 4.0290 -1.7253
H: 6.9965 5.5741 -0.9248
H: 8.6532 4.9465 -0.5697
H: 7.5162 5.1430 0.7414
H: 4.0737 2.3836 -2.5092
H: 3.4012 2.8186 -1.2038